{"formula": "C30H80N4O12", "method": "ωB97M-V/def2-TZVPD", "homo_lumo_gap_ev": 9.263, "smiles": "COCCNCCOC.COCCNCCOC.COCCNCCOC.COCCNCCOC.CCO.CCO.CO.CO", "homo_ev": -8.773, "fmax_ev_per_a": 1.4, "species": ["C", "O", "C", "C", "N", "C", "C", "O", "C", "H", "H", "H", "H", "H", "H", "H", "H", "H", "H", "H", "H", "H", "H", "H", "C", "O", "C", "C", "N", "C", "C", "O", "C", "H", "H", "H", "H", "H", "H", "H", "H", "H", "H", "H", "H", "H", "H", "H", "C", "O", "C", "C", "N", "C", "C", "O", "C", "H", "H", "H", "H", "H", "H", "H", "H", "H", "H", "H", "H", "H", "H", "H", "C", "O", "C", "C", "N", "C", "C", "O", "C", "H", "H", "H", "H", "H", "H", "H", "H", "H", "H", "H", "H", "H", "H", "H", "C", "C", "O", "H", "H", "H", "H", "H", "H", "C", "C", "O", "H", "H", "H", "H", "H", "H", "C", "O", "H", "H", "H", "H", "C", "O", "H", "H", "H", "H"], "xyz": [[5.231601, -5.305911, 5.192027], [4.086729, -5.924227, 5.700276], [2.897038, -5.167518, 5.595112], [2.526715, -4.770015, 4.186267], [1.324346, -3.977895, 4.162626], [0.086097, -4.681323, 4.415549], [-1.128879, -3.821466, 4.194674], [-1.179319, -2.688097, 5.058392], [-0.914917, -1.482610, 4.399992], [5.223824, -5.202278, 4.104604], [6.097934, -5.909893, 5.460800], [5.388898, -4.325254, 5.669276], [3.003615, -4.245053, 6.192320], [2.123351, -5.747245, 6.093073], [2.448423, -5.688802, 3.573006], [3.333890, -4.181583, 3.754173], [1.262999, -3.361538, 3.366089], [0.091023, -5.101887, 5.422047], [-0.065297, -5.548132, 3.733633], [-1.999686, -4.442492, 4.427868], [-1.186244, -3.494818, 3.150611], [0.035496, -1.507191, 3.853566], [-0.744410, -0.727350, 5.176974], [-1.742008, -1.134565, 3.782272], [-4.897571, -0.615673, -0.488714], [-3.909602, -0.722908, 0.537236], [-2.612422, -0.777594, -0.016880], [-1.640418, -1.292748, 1.033657], [-0.431311, -1.928882, 0.541248], [0.564510, -1.011629, 0.022482], [1.308719, -0.250102, 1.113906], [2.075652, 0.742939, 0.494879], [2.675012, 1.670857, 1.354022], [-4.658488, -1.408752, -1.208524], [-4.907873, 0.369616, -0.954791], [-5.863534, -0.880521, -0.066677], [-2.316914, 0.210669, -0.397328], [-2.598938, -1.485386, -0.862451], [-2.155361, -1.984084, 1.711349], [-1.390361, -0.499438, 1.743907], [-0.703636, -2.573209, -0.196657], [0.175405, -0.288447, -0.714145], [1.332104, -1.564385, -0.527494], [1.915709, -0.973015, 1.684530], [0.636711, 0.184232, 1.864606], [3.113294, 1.266442, 2.276257], [1.976952, 2.451745, 1.679929], [3.501825, 2.194143, 0.867691], [1.302505, 9.373980, -4.571429], [2.031815, 8.213322, -4.290527], [3.422350, 8.447481, -4.269430], [4.134087, 7.352733, -3.507422], [3.647361, 7.242728, -2.141258], [4.392234, 6.229363, -1.400695], [3.784301, 5.999412, -0.047372], [2.526115, 5.421360, -0.217847], [1.789567, 5.298609, 0.992171], [0.245115, 9.119633, -4.558930], [1.584212, 9.799433, -5.542287], [1.460134, 10.151076, -3.810602], [3.654152, 9.416394, -3.801670], [3.853539, 8.500667, -5.282164], [5.202901, 7.589276, -3.523397], [4.042706, 6.419385, -4.093736], [2.701449, 6.872053, -2.214264], [5.439114, 6.533847, -1.338278], [4.386451, 5.255241, -1.925220], [3.792498, 6.944181, 0.518691], [4.448043, 5.330831, 0.530345], [1.395023, 6.245220, 1.367565], [2.379401, 4.759710, 1.738891], [0.942374, 4.674395, 0.700478], [-2.385139, -3.403460, -5.096905], [-2.563793, -4.182585, -3.939981], [-1.673463, -3.827794, -2.913041], [-1.730996, -4.886826, -1.828663], [-0.596336, -4.758051, -0.922289], [-0.569057, -5.837762, 0.049602], [0.632784, -5.681158, 0.946743], [1.800857, -5.748907, 0.145942], [2.949109, -5.197061, 0.776925], [-3.086661, -3.756868, -5.843855], [-1.342238, -3.429647, -5.435771], [-2.592294, -2.340375, -4.884221], [-1.982717, -2.858527, -2.496444], [-0.645567, -3.747691, -3.298232], [-1.835684, -5.894634, -2.257043], [-2.644059, -4.729881, -1.241743], [0.275116, -4.858556, -1.438515], [-0.515504, -6.832903, -0.421107], [-1.451268, -5.804643, 0.695307], [0.669006, -6.434001, 1.744817], [0.595778, -4.692370, 1.431977], [3.818417, -5.780567, 0.476289], [2.840138, -5.204022, 1.863010], [3.111744, -4.171150, 0.426944], [1.188235, 3.416650, -3.223300], [1.004553, 1.948868, -2.837588], [2.158913, 1.417664, -2.205375], [1.311328, 3.551362, -4.300429], [2.107171, 3.794233, -2.770818], [0.377466, 4.072494, -2.902482], [0.846739, 1.342414, -3.730162], [0.148756, 1.839825, -2.162375], [2.033752, 1.469651, -1.248269], [-4.445218, 0.166710, -4.241720], [-5.871548, -0.125812, -4.564310], [-6.687876, 0.585558, -3.616659], [-4.146787, -0.238527, -3.276663], [-4.203403, 1.226182, -4.294142], [-3.816461, -0.330553, -4.991258], [-6.074994, -1.196799, -4.501808], [-6.110113, 0.252735, -5.562384], [-7.584708, 0.252156, -3.710119], [-1.427439, 3.137163, 2.176550], [-0.422683, 2.304421, 2.776729], [-2.424655, 2.821959, 2.475237], [-1.263768, 4.166165, 2.498546], [-1.302502, 3.014427, 1.106022], [-0.503024, 2.342643, 3.733731], [-5.660941, 1.406011, 1.928081], [-6.718320, 2.125673, 1.327825], [-4.784472, 1.537466, 1.301905], [-5.425538, 1.774002, 2.933976], [-5.828792, 0.328259, 1.989487], [-7.499975, 2.069388, 1.883145]], "forces_ev_per_a": [[0.464, 0.383, 0.312], [-0.357, -0.605, -0.150], [0.441, 0.680, 0.831], [-0.119, -0.473, -0.339], [-0.145, 0.294, 0.314], [0.154, -0.441, -0.533], [-0.326, 0.267, 0.540], [-0.091, -0.500, -0.178], [0.655, 0.795, 0.748], [-0.051, 0.084, -0.042], [-0.136, -0.175, -0.003], [-0.108, 0.033, -0.247], [-0.006, -0.029, -0.126], [-0.042, -0.192, -0.183], [-0.046, 0.034, 0.257], [0.033, 0.120, 0.012], [-0.001, -0.148, -0.178], [-0.050, 0.200, 0.103], [0.200, 0.084, 0.141], [-0.069, 0.101, -0.179], [0.012, -0.067, -0.051], [-0.237, -0.129, -0.334], [-0.210, -0.107, -0.008], [-0.017, -0.170, -0.177], [0.548, -0.855, 0.310], [-0.173, 0.089, -0.190], [0.087, -0.210, -0.001], [-0.086, 0.222, 1.046], [-0.137, 0.208, -0.002], [0.427, 0.405, -0.430], [-0.674, -0.579, 0.676], [0.566, 0.143, -0.191], [0.354, 1.035, 0.874], [-0.211, 0.295, -0.367], [-0.092, 0.006, -0.074], [-0.055, 0.343, 0.137], [0.000, -0.058, -0.067], [-0.044, 0.103, -0.006], [-0.253, -0.246, -0.524], [0.213, 0.234, -0.336], [0.331, -0.353, 0.234], [-0.094, 0.067, 0.201], [-0.179, -0.194, -0.006], [0.284, 0.160, -0.198], [-0.140, 0.179, -0.265], [-0.201, -0.527, -0.186], [-0.203, -0.256, -0.078], [-0.139, -0.274, -0.448], [-0.141, 0.381, 0.039], [0.295, -0.223, 0.115], [0.514, 0.334, 0.073], [-0.034, -0.070, -0.493], [-0.043, -0.509, -0.239], [-0.023, -0.286, -0.557], [1.238, 0.175, 0.555], [-0.457, 0.357, 0.382], [-0.195, -0.660, -0.909], [-0.002, -0.069, -0.159], [-0.121, -0.050, -0.047], [0.107, -0.092, 0.004], [-0.239, -0.085, 0.128], [-0.282, -0.072, -0.053], [-0.029, 0.079, 0.205], [-0.100, -0.039, 0.261], [-0.075, 0.374, 0.121], [-0.024, 0.073, 0.261], [0.039, 0.105, -0.010], [-0.526, -0.001, -0.123], [-0.158, -0.105, -0.091], [0.317, 0.152, 0.040], [-0.035, 0.201, 0.178], [-0.062, 0.004, 0.320], [0.071, 0.704, 0.437], [0.009, -0.308, -0.161], [-0.084, -0.128, 0.113], [-0.321, 0.033, 0.318], [-0.028, -0.287, -0.277], [0.225, -0.182, 0.537], [0.360, 0.616, 0.174], [0.103, -0.160, 0.012], [-0.155, 0.066, -0.343], [0.112, -0.080, -0.171], [-0.109, -0.282, -0.220], [-0.112, -0.163, -0.052], [0.299, 0.064, -0.039], [-0.054, 0.067, -0.020], [0.199, 0.119, -0.225], [0.041, -0.038, -0.005], [-0.094, 0.213, -0.100], [-0.179, 0.078, -0.039], [-0.132, 0.016, -0.182], [-0.088, -0.129, -0.162], [-0.134, -0.081, -0.084], [-0.010, -0.102, 0.099], [0.172, -0.033, -0.355], [-0.094, 0.055, 0.137], [0.251, 0.355, -0.230], [0.205, 0.124, 0.166], [-0.001, 0.028, -0.090], [-0.081, -0.070, 0.018], [-0.068, -0.045, 0.134], [-0.080, -0.126, 0.025], [-0.217, -0.023, 0.044], [-0.120, -0.082, -0.173], [0.112, -0.254, -0.035], [0.933, -0.413, -0.427], [-0.600, 0.676, 0.354], [0.059, -0.364, -0.094], [-0.105, 0.120, 0.122], [-0.185, 0.089, 0.133], [-0.024, 0.083, 0.074], [0.015, -0.057, -0.119], [0.016, -0.257, -0.131], [-0.063, 0.126, 0.079], [0.555, -0.339, 0.670], [-0.106, -0.088, -0.163], [-0.178, -0.036, -0.085], [-0.144, 0.168, -0.322], [-0.082, 0.199, -0.095], [-0.082, 0.061, -0.011], [0.284, -0.027, 0.265], [-0.158, 0.026, -0.086], [0.046, 0.091, -0.025], [-0.037, 0.030, -0.048], [-0.208, 0.035, -0.004], [0.022, -0.040, 0.022]]}